(1)
The following is a quantum chemistry calculation of a molecular structure, CH2CsFNaO in a non-equilibrium geometry, from OMol25.

Each line ends with the Mulliken spin population.
CARTESIAN COORDINATES (ANGSTROEM)
H (2.22148, -1.12854, -0.47590)  0.032
H (2.34483, 0.22734, 0.96674)  0.031
F (1.89527, 0.84322, -0.94174)  0.050
Na (-3.83223, -1.05455, 1.18890)  0.002
Cs (-3.13866, 1.64159, -1.23338)  0.004
C (2.29485, -0.13962, -0.04808)  0.884
O (-1.78554, -0.38944, 0.54346)  -0.002

## Properties
calculated total energy: -396.622011 Eh
HOMO-LUMO gap (spin up / spin down): 4.67 / 4.67 eV
spin multiplicity: 2

---

(2)
The following is a quantum chemistry calculation of a molecular structure, CH2CuO4 in a non-equilibrium geometry, from OMol25.

Each line ends with the Mulliken spin population.
CARTESIAN COORDINATES (ANGSTROEM)
O (1.62388, 0.91220, 0.91289)  0.760
Cu (-1.96030, -0.98415, 0.26716)  0.012
O (0.33649, -0.59189, 0.16605)  0.275
O (1.67668, 0.55381, -1.25727)  -0.002
O (-2.89452, 0.71340, -0.19211)  0.022
H (-2.97211, 1.63520, 0.04656)  -0.001
H (1.38931, -0.08177, -1.93052)  0.002
C (1.11735, 0.32626, -0.10833)  -0.067

## Properties
calculated total energy: -1980.619603 Eh
HOMO-LUMO gap (spin up / spin down): 7.76 / 4.51 eV
spin multiplicity: 2

---

(3)
The following is a quantum chemistry calculation of 2 unconnected molecules or ions with the total composition CH2F2N2 in a non-equilibrium geometry, from OMol25.

Each line ends with the Löwdin charge.
CARTESIAN COORDINATES (ANGSTROEM)
F (-3.10195, 0.70517, -0.34555)  0.036
N (1.35519, -0.17498, -0.67731)  -0.049
N (0.99482, 0.85405, -0.29120)  0.032
F (-1.81818, -1.06431, -0.18770)  0.023
H (2.24898, -0.37057, -1.15864)  0.066
C (-2.02482, 0.18342, 0.24393)  -0.212
H (-1.99894, 0.29583, 1.32319)  0.103

## Properties
calculated total energy: -348.402278 Eh
HOMO-LUMO gap (spin up / spin down): 9.40 / 8.77 eV

---

(4)
The following is a quantum chemistry calculation of a single CH2F2N2 molecule in a non-equilibrium geometry, from OMol25.

Each line ends with the Löwdin charge.
CARTESIAN COORDINATES (ANGSTROEM)
H (0.75245, -0.37822, 0.61120)  0.120
N (-1.19076, -1.14074, -0.33234)  -0.002
C (-0.19623, -0.16462, 0.13737)  -0.071
N (-1.29462, -0.54727, 0.95464)  -0.051
F (-2.40213, 0.31899, 1.09047)  -0.044
H (-0.32078, 0.70896, -0.43642)  0.101
F (-0.84892, -2.50339, -0.19024)  -0.054

## Properties
calculated total energy: -348.340111 Eh
HOMO-LUMO gap: 12.48 eV
SMILES: FN1CN1F

---

(5)
The following is a quantum chemistry calculation of a molecular structure, CH2F2N2O in a non-equilibrium geometry, from OMol25.

Each line ends with the Löwdin charge.
CARTESIAN COORDINATES (ANGSTROEM)
C (-1.09388, -0.35689, -0.28502)  -0.718
H (1.17776, -0.60280, 0.35409)  0.122
F (-1.34441, 0.18879, 1.00354)  0.011
N (1.31477, 0.40216, 0.17828)  0.067
F (-1.78102, 0.25558, -1.20714)  0.144
H (2.21515, 0.76243, 0.56225)  0.161
N (0.32752, 0.89133, -0.33171)  0.140
O (-0.81590, -1.54061, -0.27428)  0.073

## Properties
calculated total energy: -423.698860 Eh
HOMO-LUMO gap: 9.81 eV

---

(6)
The following is a quantum chemistry calculation of a gas-phase ion, CH2F2NO2S (charge -1) in a non-equilibrium geometry, from OMol25.

Each line ends with the Löwdin charge.
CARTESIAN COORDINATES (ANGSTROEM)
F (-0.60334, -2.07134, 1.20038)  -0.097
N (-0.01849, 1.45727, -0.51605)  -0.152
C (-0.97425, -0.84846, 0.72701)  -0.361
H (-0.08706, 1.15008, -1.52793)  0.043
O (1.40531, 0.58942, 1.41281)  -0.405
S (0.81925, 0.07832, 0.22221)  0.526
O (1.77335, -0.26790, -0.78304)  -0.415
H (-0.95612, 1.12755, -0.20088)  -0.012
F (-1.35865, -1.21493, -0.53450)  -0.125

## Properties
total charge: -1
calculated total energy: -842.435338 Eh
HOMO-LUMO gap: 7.95 eV
SMILES: N[S@](=O)([O-])=C(F)F

---

(7)
The following is a quantum chemistry calculation of 2 unconnected molecules or ions with the total composition CH2F2O3S in a non-equilibrium geometry, from OMol25.

Each line ends with the Löwdin charge.
CARTESIAN COORDINATES (ANGSTROEM)
O (-0.94668, 0.55419, -0.71573)  -0.286
H (-0.48977, -2.08619, 0.20206)  0.146
O (-0.29218, -0.27489, 1.18489)  -0.060
C (0.07814, -1.41084, 1.07589)  -0.112
H (0.67705, -1.87396, 1.83973)  0.078
O (1.61906, 0.37375, -0.57729)  -0.373
F (-1.64717, 1.07788, -1.84827)  -0.123
F (0.44595, 2.46795, -0.07606)  -0.280
S (0.55562, 1.17211, -1.08523)  1.010

## Properties
calculated total energy: -862.735825 Eh
HOMO-LUMO gap: 10.44 eV

---

(8)
The following is a quantum chemistry calculation of a molecular structure, CH2F3NO in a non-equilibrium geometry, from OMol25.

Each line ends with the Löwdin charge.
CARTESIAN COORDINATES (ANGSTROEM)
N (0.07539, -0.23559, -0.33021)  0.220
H (-0.17450, -0.20874, -1.32653)  0.147
O (1.92453, 0.66200, -0.16337)  0.126
F (1.99048, -1.54263, -0.64383)  0.173
C (1.36452, -0.56756, -0.00194)  -0.715
F (3.53170, 0.96315, -0.21439)  -0.099
H (-0.45603, 0.29536, 0.27258)  0.095
F (1.23256, -1.06210, 1.32976)  0.052

## Properties
calculated total energy: -468.748896 Eh
HOMO-LUMO gap (spin up / spin down): 9.74 / 9.74 eV

---

(9)
The following is a quantum chemistry calculation of a molecular structure, CH2F3NO3SSm in a non-equilibrium geometry, from OMol25.

Each line ends with the Mulliken spin population.
CARTESIAN COORDINATES (ANGSTROEM)
F (0.41423, 1.27223, -0.97492)  0.000
O (-0.61776, -2.26939, -1.72724)  -0.003
F (1.26132, -0.06481, -2.43959)  0.000
O (0.37494, 1.27856, 2.50648)  0.002
C (0.16063, 0.19229, -1.72970)  -0.002
N (0.80310, -1.53884, 0.34946)  -0.019
S (-0.27972, -1.28759, -0.66017)  -0.011
Sm (-0.56848, -1.00751, 2.43741)  6.045
F (-0.81080, 0.51950, -2.58215)  0.000
H (0.15178, 1.97241, 3.13430)  -0.002
O (-1.54594, -0.74570, 0.02697)  -0.008
H (0.65670, 1.67885, 1.65915)  -0.001

## Properties
calculated total energy: -1675.477256 Eh
HOMO-LUMO gap (spin up / spin down): 5.84 / 5.86 eV
spin multiplicity: 7

---

(10)
The following is a quantum chemistry calculation of a single CH2F3OPS molecule in a non-equilibrium geometry, from OMol25.

Each line ends with the Löwdin charge.
CARTESIAN COORDINATES (ANGSTROEM)
H (1.37074, 0.78555, 1.91793)  -0.208
F (-0.00340, -1.32889, -1.42429)  0.115
C (-0.14996, -0.02240, -1.18449)  -0.702
P (0.61986, -0.29764, 1.99597)  0.662
O (-2.21311, 0.10679, 0.77866)  -0.618
H (1.21788, -0.99681, 0.81771)  -0.094
S (-0.80304, 0.71899, 0.57387)  0.723
F (1.04196, 0.58824, -1.37525)  0.064
F (-1.08093, 0.44615, -2.10011)  0.059

## Properties
calculated total energy: -1153.605849 Eh
HOMO-LUMO gap: 9.44 eV
SMILES: O=S(#[PH2])C(F)(F)F

---

(11)
The following is a quantum chemistry calculation of a molecular structure, CH2FLiNiO in a non-equilibrium geometry, from OMol25.

Each line ends with the Mulliken spin population.
CARTESIAN COORDINATES (ANGSTROEM)
C (0.46097, 0.73449, 0.25313)  0.886
O (0.30054, -0.57912, -0.40941)  0.176
F (-2.19533, -0.50475, 0.98369)  0.172
H (-0.27185, 1.54420, 0.23083)  0.027
Ni (-1.22184, -1.44062, -0.13588)  1.710
H (1.39599, 0.78672, 0.81933)  0.011
Li (1.53152, -0.54093, -1.74169)  0.017

## Properties
total charge: +1
calculated total energy: -1729.907330 Eh
HOMO-LUMO gap (spin up / spin down): 7.33 / 9.97 eV
spin multiplicity: 4

---

(12)
The following is a quantum chemistry calculation of a gas-phase ion, CH2FN2OS (charge -1) in a non-equilibrium geometry, from OMol25.

Each line ends with the Löwdin charge.
CARTESIAN COORDINATES (ANGSTROEM)
H (-1.32458, -1.67193, -0.32298)  0.090
N (-0.11023, -0.09808, -0.89757)  -0.041
C (-0.59774, -0.89149, 0.01122)  -0.420
F (0.37736, -1.94793, 0.58329)  -0.283
N (0.58667, 1.29751, -0.19152)  -0.800
O (0.50274, 1.37969, 1.02572)  -0.141
S (1.37715, 2.20098, -1.26251)  0.469
H (-0.81136, -0.26875, 1.05436)  0.126

## Properties
total charge: -1
calculated total energy: -722.008560 Eh
HOMO-LUMO gap (spin up / spin down): 8.01 / 8.00 eV
SMILES: [O-]/[N+]([S-])=N\CF

---

(13)
The following is a quantum chemistry calculation of a single CH2FNO molecule in a non-equilibrium geometry, from OMol25.

Each line ends with the Löwdin charge.
CARTESIAN COORDINATES (ANGSTROEM)
F (0.42920, 1.26248, -0.99263)  0.092
H (1.05019, -0.81888, -0.27783)  0.068
H (0.02567, -1.27875, 1.01401)  0.203
N (0.18223, -0.67667, 0.09870)  0.182
C (-0.31433, 0.50697, -0.14729)  -0.595
O (-1.37296, 1.00485, 0.30504)  0.049

## Properties
calculated total energy: -269.176883 Eh
HOMO-LUMO gap: 11.47 eV
SMILES: NC(=O)F

---

(14)
The following is a quantum chemistry calculation of 3 unconnected molecules or ions with the total composition CH2FNO in a non-equilibrium geometry, from OMol25.

Each line ends with the Löwdin charge.
CARTESIAN COORDINATES (ANGSTROEM)
H (3.14171, 0.86415, -0.07616)  0.397
N (1.64985, 0.39032, 0.03103)  0.056
H (-2.34229, -0.44347, 0.17449)  0.005
C (0.59812, -0.22821, 0.02122)  -0.481
F (-2.69741, 0.34527, -0.02630)  -0.048
O (-0.34998, -0.92804, -0.12428)  0.071

## Properties
calculated total energy: -269.042360 Eh
HOMO-LUMO gap: 8.50 eV

---

(15)
The following is a quantum chemistry calculation of a molecular structure, CH2FNOS in a non-equilibrium geometry, from OMol25.

Each line ends with the Löwdin charge.
CARTESIAN COORDINATES (ANGSTROEM)
C (-0.47464, 1.44702, -0.07716)  -0.739
N (0.41240, 0.57134, -0.44211)  -0.016
H (-1.10421, -1.79473, -0.01784)  -0.126
H (1.32757, 1.01302, -0.74932)  0.129
O (-1.38183, 1.42908, 0.64496)  0.127
S (0.10249, -1.39852, 0.66364)  0.619
F (-0.27550, 2.56966, -0.93539)  0.005

## Properties
calculated total energy: -667.271614 Eh
HOMO-LUMO gap: 8.22 eV

---

(16)
The following is a quantum chemistry calculation of 2 unconnected molecules or ions with the total composition CH2FNS in a non-equilibrium geometry, from OMol25.

Each line ends with the Löwdin charge.
CARTESIAN COORDINATES (ANGSTROEM)
F (1.84897, 1.31014, 0.26131)  -0.135
H (1.59670, 2.06155, 0.84630)  0.139
H (-0.02450, -1.54830, -0.44582)  0.021
S (-2.35356, 1.12503, 0.07609)  0.691
N (-0.63879, -0.98334, -0.08111)  0.187
C (-1.36677, -0.05488, -0.09466)  -0.903

## Properties
calculated total energy: -592.087428 Eh
HOMO-LUMO gap: 10.28 eV
SMILES: N=C=S.F

---

(17)
The following is a quantum chemistry calculation of a molecular structure, CH2FNaORb in a non-equilibrium geometry, from OMol25.

Each line ends with the Mulliken spin population.
CARTESIAN COORDINATES (ANGSTROEM)
Rb (-2.47840, 1.05037, -1.82425)  -0.534
Na (-3.04980, -1.47944, 0.05564)  -0.366
C (1.44923, 0.03498, 0.52497)  0.843
O (-0.83437, -0.61968, 0.13506)  1.036
H (1.55312, 0.42382, 1.53088)  0.018
H (2.13599, -0.69444, 0.11350)  0.019
F (1.22423, 1.28439, -0.53579)  -0.017

## Properties
calculated total energy: -400.532486 Eh
HOMO-LUMO gap (spin up / spin down): 6.73 / 4.00 eV
spin multiplicity: 2

---

(18)
The following is a quantum chemistry calculation of a single CH2FP molecule in a non-equilibrium geometry, from OMol25.

Each line ends with the Löwdin charge.
CARTESIAN COORDINATES (ANGSTROEM)
C (-0.34342, 0.30320, 0.00014)  -0.562
F (-1.66005, 0.58362, -0.02796)  -0.077
H (0.37673, 1.09117, -0.04628)  0.025
H (1.40922, -0.67247, 0.05515)  -0.191
P (0.21752, -1.30552, 0.01894)  0.805

## Properties
calculated total energy: -480.452148 Eh
HOMO-LUMO gap: 9.82 eV
SMILES: [H]/P=C/F

---

(19)
The following is a quantum chemistry calculation of a single CH2FPSi molecule in a non-equilibrium geometry, from OMol25.

Each line ends with the Löwdin charge.
CARTESIAN COORDINATES (ANGSTROEM)
C (-0.96713, 0.40247, 0.05449)  -1.029
H (1.55248, -0.99120, 1.04013)  -0.071
Si (0.82339, -0.00066, 0.02005)  0.577
H (1.80044, 0.25520, -1.05577)  -0.114
P (-1.47672, -1.20089, -0.05851)  0.745
F (-1.73246, 1.53508, -0.00039)  -0.107

## Properties
calculated total energy: -769.894426 Eh
HOMO-LUMO gap: 7.85 eV
SMILES: FC1=P[SiH2]1

---

(20)
The following is a quantum chemistry calculation of a molecular structure, CH2I2S in a non-equilibrium geometry, from OMol25.

Each line ends with the Löwdin charge.
CARTESIAN COORDINATES (ANGSTROEM)
H (-0.04418, 1.50559, 1.32845)  -0.113
H (0.98549, -0.66271, -0.91795)  -0.050
I (-1.89157, -0.34857, -1.87923)  0.067
I (-0.16114, -1.62076, 1.35411)  0.756
S (0.75654, 1.37109, 0.26158)  0.663
C (0.35485, -0.24463, -0.14696)  -1.322

## Properties
calculated total energy: -1032.817420 Eh
HOMO-LUMO gap (spin up / spin down): 7.02 / 6.84 eV